[1]
Here is C37H32NOP2Sm as an isolated structure in a non-equilibrium geometry from OMol25. Energies are from ωB97M-V/def2-TZVPD.

```
74
Properties=species:S:1:pos:R:3:lowdin_spin:R:1
C 1.972 3.645 -0.277 -0.0013
C 1.799 3.090 1.012 -0.0026
C 2.857 3.170 1.939 -0.0015
C 4.036 3.853 1.609 0.0001
C 4.186 4.434 0.338 -0.0016
C 3.160 4.308 -0.609 0.0001
P 0.290 2.115 1.358 -0.0158
C 0.361 1.775 3.158 -0.0020
C 0.642 0.451 3.594 -0.0038
C 0.553 0.156 4.976 -0.0007
C 0.340 1.172 5.907 -0.0001
C 0.135 2.503 5.467 -0.0013
C 0.112 2.800 4.094 0.0001
Sm -0.320 -0.774 1.125 5.1186
P -0.160 -2.151 -1.478 -0.0186
C 1.490 -2.978 -1.604 -0.0022
C 2.210 -3.021 -2.817 -0.0011
C 3.474 -3.635 -2.841 -0.0001
C 4.049 -4.138 -1.665 -0.0014
C 3.371 -4.002 -0.446 0.0001
C 2.101 -3.426 -0.412 -0.0014
C -1.352 -3.450 -0.940 -0.0020
C -2.698 -3.048 -0.823 -0.0012
C -3.610 -3.882 -0.167 0.0005
C -3.191 -5.122 0.334 -0.0017
C -1.848 -5.513 0.229 0.0003
C -0.926 -4.683 -0.414 -0.0013
C -0.784 -1.838 -3.158 -0.0038
C -1.144 -0.526 -3.530 -0.0002
C -1.530 -0.249 -4.849 0.0000
C -1.550 -1.259 -5.820 0.0001
C -1.189 -2.566 -5.456 -0.0003
C -0.801 -2.856 -4.137 -0.0008
C -1.041 3.380 1.175 -0.0025
C -0.798 4.763 1.007 -0.0010
C -1.856 5.654 0.752 0.0000
C -3.173 5.179 0.651 -0.0008
C -3.416 3.810 0.809 0.0001
C -2.370 2.923 1.069 -0.0004
H -3.012 -2.045 -1.168 0.0001
H -4.636 -3.525 -0.011 0.0001
H -3.911 -5.735 0.887 -0.0001
H -1.524 -6.433 0.716 0.0000
H 0.138 -4.912 -0.407 -0.0001
H 1.790 -2.563 -3.718 0.0000
H 4.029 -3.702 -3.778 0.0000
H 5.044 -4.586 -1.675 -0.0001
H 3.827 -4.326 0.491 0.0000
H 1.575 -3.321 0.548 -0.0001
H -1.070 0.286 -2.805 -0.0001
H -1.792 0.774 -5.130 0.0000
H -1.812 -1.014 -6.855 0.0000
H -1.161 -3.334 -6.229 0.0000
H -0.438 -3.861 -3.907 0.0000
H 0.217 5.166 1.013 0.0000
H -1.673 6.714 0.584 0.0000
H -4.001 5.851 0.406 0.0000
H -4.433 3.419 0.698 0.0000
H -2.583 1.851 1.138 0.0004
H 1.122 -0.316 2.919 -0.0016
H 0.659 -0.888 5.305 0.0000
H 0.314 0.934 6.972 0.0000
H -0.031 3.286 6.217 -0.0001
H -0.119 3.814 3.755 0.0000
H 2.790 2.636 2.891 -0.0001
H 4.873 3.880 2.312 0.0000
H 5.131 4.915 0.058 -0.0001
H 3.291 4.706 -1.618 0.0000
H 1.194 3.521 -1.039 0.0000
H 2.034 0.537 -1.261 -0.0003
H 1.317 0.783 -1.388 -0.0002
O -4.576 -1.242 2.035 -0.0118
C -3.534 -0.852 1.635 -0.0069
N -2.423 -0.484 1.251 -0.0277
```

Computed properties:
Spin multiplicity: 6
E_HOMO (spin up / spin down) (eV): -14.016 / -14.005
Net charge: +2
HOMO-LUMO gap (spin up / spin down) (eV): 5.75 / 7.42
LUMO (spin up / spin down) (hartree): -0.30382 / -0.24194

[2]
Here is C37H33BrCl5Ge2N2O3Sn as an isolated structure from OMol25. Energies are from ωB97M-V/def2-TZVPD.

```
84
Properties=species:S:1:pos:R:3:lowdin_spin:R:1
Sn -0.299 -1.953 1.448 0.0004
O -0.610 3.907 -0.171 0.0000
C 0.381 3.584 0.728 0.0001
C 1.027 4.634 1.366 0.0000
C 2.006 4.371 2.308 0.0000
C 2.344 3.056 2.618 0.0000
C 1.679 2.023 1.987 0.0000
C 0.702 2.268 1.040 0.0001
C -0.129 1.131 0.486 0.0002
O 0.501 -0.147 0.373 0.0027
N -1.239 1.030 1.429 0.0001
N -1.879 -0.124 1.722 0.0008
C -2.983 -0.019 2.372 0.0000
C -3.770 -1.104 2.922 0.0000
Br -2.857 -2.752 3.147 0.0001
C -5.029 -1.030 3.361 0.0000
C -5.952 0.107 3.249 0.0000
C -6.914 0.254 4.251 0.0000
C -7.793 1.323 4.230 0.0000
C -7.735 2.247 3.196 0.0000
C -6.810 2.089 2.174 0.0000
C -5.926 1.022 2.194 0.0000
H -0.558 3.333 -0.944 0.0000
H 0.748 5.646 1.107 0.0000
H 2.509 5.193 2.800 0.0000
H 3.108 2.849 3.357 0.0000
H 1.899 1.000 2.231 0.0000
H -0.488 1.374 -0.519 0.0000
H -1.722 1.901 1.618 0.0000
H -3.376 0.977 2.575 0.0000
H -5.418 -1.894 3.889 0.0000
H -6.959 -0.468 5.057 0.0000
H -8.528 1.430 5.016 0.0000
H -8.429 3.077 3.173 0.0000
H -6.788 2.791 1.350 0.0000
H -5.267 0.864 1.348 0.0000
Cl -2.392 -5.723 -4.650 0.1197
C -1.516 -4.962 -3.446 0.2193
C -2.221 -4.190 -2.455 0.0343
Cl -3.912 -4.054 -2.544 0.0038
C -1.516 -3.562 -1.483 0.0822
Cl -2.334 -2.596 -0.306 0.0158
C -0.071 -3.622 -1.388 0.1192
O 0.560 -3.013 -0.499 0.1985
C 0.604 -4.411 -2.426 0.1542
Cl 2.280 -4.484 -2.394 0.0754
C -0.111 -5.057 -3.415 -0.0235
Cl 0.695 -5.954 -4.613 -0.0206
C 5.498 -0.830 -0.248 0.0002
Ge 3.881 -1.458 0.629 0.0003
C 3.837 -3.393 0.684 0.0002
C 3.818 -0.920 2.496 0.0000
Ge 2.169 -0.241 -0.728 0.0010
C 1.460 -0.882 -2.422 0.0007
C 2.399 -1.187 -3.407 0.0026
C 1.993 -1.567 -4.681 0.0017
C 0.640 -1.629 -4.990 0.0011
C -0.304 -1.299 -4.028 0.0064
C 0.106 -0.933 -2.749 0.0017
C 2.508 1.607 -1.187 0.0004
C 3.569 2.353 -0.678 0.0000
C 3.744 3.677 -1.053 0.0000
C 2.862 4.274 -1.941 0.0000
C 1.812 3.538 -2.477 0.0000
C 1.644 2.208 -2.113 0.0000
H 6.374 -1.197 0.290 0.0000
H 5.540 0.255 -0.277 0.0000
H 5.547 -1.213 -1.269 0.0000
H 4.584 -3.668 1.431 0.0000
H 4.121 -3.842 -0.260 0.0000
H 2.871 -3.787 0.996 0.0002
H 4.507 -1.584 3.023 0.0000
H 2.833 -1.056 2.944 0.0000
H 4.148 0.102 2.655 0.0000
H 3.462 -1.129 -3.190 0.0000
H 2.731 -1.801 -5.437 0.0000
H 0.324 -1.910 -5.987 0.0000
H -1.360 -1.315 -4.276 0.0004
H -0.639 -0.637 -2.016 0.0002
H 4.250 1.919 0.042 0.0000
H 4.570 4.247 -0.647 0.0000
H 3.000 5.308 -2.229 0.0000
H 1.139 3.995 -3.192 0.0000
H 0.850 1.635 -2.579 0.0000
```

Computed properties:
Spin multiplicity: 2
E_HOMO (spin up / spin down) (eV): -13.045 / -13.045
Net charge: +2
Energy relative to the best compared isomer or geometry (same formula, charge and spin) (eV): 1.270
HOMO-LUMO gap (spin up / spin down) (eV): 7.45 / 4.64
LUMO (spin up / spin down) (hartree): -0.20556 / -0.30896

[3]
Here is C37H33Cl2MoN2OP2S as an isolated structure in a non-equilibrium geometry from OMol25. Energies are from ωB97M-V/def2-TZVPD.

```
79
Properties=species:S:1:pos:R:3:lowdin_spin:R:1
Mo 0.853 -0.414 -1.463 2.0676
Cl 2.467 1.130 -5.824 -0.0169
C 1.952 -0.451 -5.473 -0.0421
C 1.952 -1.438 -6.482 0.0054
C 1.517 -2.711 -6.217 -0.0462
Cl 1.516 -3.879 -7.462 -0.0228
C 1.044 -3.077 -4.916 -0.0017
C 0.520 -4.327 -4.559 0.0090
C 0.048 -4.521 -3.276 -0.0018
C 0.116 -3.483 -2.354 0.0139
N 0.634 -2.286 -2.641 0.0114
C 1.079 -2.088 -3.920 0.0074
C 1.537 -0.794 -4.204 0.0026
O 1.521 0.074 -3.165 -0.0251
H 2.295 -1.175 -7.473 0.0008
H 0.472 -5.120 -5.294 0.0003
H -0.385 -5.464 -2.978 -0.0002
H -0.271 -3.619 -1.354 0.0015
C -3.069 1.389 6.126 0.0001
S -2.394 2.938 5.501 0.0007
C -0.891 2.323 4.714 0.0004
C -1.140 1.791 3.306 0.0008
C 0.141 1.346 2.623 0.0008
N -0.134 0.878 1.226 -0.0087
P 0.463 1.618 -0.183 -0.0103
C 1.061 3.243 0.113 -0.0013
C 0.146 4.272 0.374 -0.0012
C 0.626 5.533 0.673 0.0000
C 1.998 5.764 0.707 0.0005
C 2.904 4.745 0.440 0.0002
C 2.440 3.475 0.142 0.0004
C -0.856 1.480 -1.411 -0.0151
C -0.547 1.906 -2.727 -0.0069
C -1.540 1.961 -3.692 0.0028
C -2.841 1.628 -3.353 -0.0130
C -3.174 1.236 -2.049 -0.0021
C -2.199 1.154 -1.088 -0.0013
P -0.337 -0.737 0.791 -0.0138
C -1.274 -1.631 2.004 -0.0067
C -0.653 -2.161 3.140 -0.0021
C -1.433 -2.731 4.131 -0.0004
C -2.816 -2.775 3.993 -0.0006
C -3.435 -2.253 2.864 0.0002
C -2.666 -1.679 1.865 -0.0007
C 1.279 -1.588 0.665 -0.0025
C 1.336 -2.995 0.654 0.0352
C 2.495 -3.646 0.273 0.0186
C 3.611 -2.930 -0.171 0.0158
C 3.593 -1.550 -0.155 0.0312
C 2.443 -0.866 0.286 0.0046
H -3.976 1.645 6.669 0.0000
H -2.374 0.919 6.821 0.0000
H -3.336 0.698 5.326 0.0000
H -0.444 1.555 5.350 0.0000
H -0.187 3.158 4.687 0.0000
H -1.612 2.573 2.705 0.0000
H -1.842 0.953 3.344 0.0000
H 0.633 0.532 3.161 0.0000
H 0.857 2.168 2.561 -0.0004
H -0.923 4.093 0.339 0.0000
H -0.064 6.341 0.874 -0.0001
H 2.365 6.756 0.939 0.0000
H 3.967 4.944 0.461 0.0001
H 3.143 2.680 -0.078 0.0000
H 0.454 2.237 -2.973 0.0009
H -1.301 2.293 -4.693 0.0003
H -3.622 1.695 -4.100 -0.0006
H -4.204 1.018 -1.801 -0.0001
H -2.458 0.893 -0.069 -0.0001
H 0.423 -2.125 3.262 -0.0002
H -0.963 -3.142 5.015 -0.0001
H -3.417 -3.224 4.773 0.0000
H -4.510 -2.297 2.761 0.0000
H -3.148 -1.278 0.981 -0.0002
H 0.475 -3.574 0.964 0.0013
H 2.531 -4.727 0.314 0.0004
H 4.503 -3.457 -0.484 0.0002
H 4.477 -0.988 -0.426 0.0009
H 2.553 0.169 0.589 0.0094
```

Computed properties:
Spin multiplicity: 3
E_HOMO (spin up / spin down) (eV): -14.265 / -14.263
Net charge: +3
HOMO-LUMO gap (spin up / spin down) (eV): 3.29 / 4.13
LUMO (spin up / spin down) (hartree): -0.40317 / -0.37230

[4]
Here is C37H33CuN3OP2S2 as an isolated structure in a non-equilibrium geometry from OMol25. Energies are from ωB97M-V/def2-TZVPD.

```
79
Properties=species:S:1:pos:R:3:lowdin_charge:R:1
Cu -11.703 -3.985 16.158 -0.1697
O -11.923 -8.289 16.791 -0.4688
S -11.851 -7.088 15.927 0.9140
C -13.182 -7.158 14.735 -0.3919
C -13.601 -8.346 14.153 -0.0702
C -14.577 -8.394 13.185 -0.0704
C -15.139 -7.231 12.714 -0.0518
C -14.806 -6.001 13.331 -0.0328
C -13.971 -6.062 14.513 -0.3320
P -13.855 -4.577 15.562 1.0298
C -14.694 -5.072 17.177 -0.3068
C -15.162 -4.031 17.999 -0.1210
C -15.887 -4.238 19.154 -0.0822
C -16.193 -5.527 19.551 -0.0865
C -15.822 -6.570 18.740 -0.0748
C -14.956 -6.382 17.649 -0.0599
C -15.048 -3.470 14.808 -0.3756
C -14.622 -2.318 14.054 -0.0679
C -15.556 -1.472 13.463 -0.0784
C -16.902 -1.809 13.596 -0.0850
C -17.347 -2.914 14.321 -0.0746
C -16.421 -3.781 14.858 -0.1047
C -10.494 -7.232 14.741 -0.3188
C -10.240 -8.500 14.191 -0.0551
C -9.097 -8.735 13.412 -0.0182
C -8.405 -7.584 12.997 -0.0519
C -8.782 -6.307 13.347 -0.0955
C -9.768 -6.091 14.300 -0.3519
P -10.183 -4.369 14.618 0.9924
C -8.554 -3.631 15.095 -0.3208
C -7.968 -2.463 14.615 -0.0797
C -6.653 -2.125 14.897 -0.0812
C -5.901 -2.871 15.779 -0.0592
C -6.519 -4.015 16.308 -0.0804
C -7.815 -4.348 16.027 -0.1317
C -10.766 -3.687 13.088 -0.3398
C -11.164 -4.409 11.948 -0.0853
C -11.548 -3.757 10.829 -0.0959
C -11.637 -2.392 10.791 -0.0873
C -11.213 -1.628 11.853 -0.0811
C -10.824 -2.242 13.049 -0.0951
H -13.137 -9.256 14.451 0.1045
H -14.902 -9.404 12.913 0.1231
H -15.847 -7.180 11.855 0.1264
H -15.128 -5.067 12.898 0.1028
H -15.037 -2.996 17.755 0.0968
H -16.107 -3.377 19.766 0.1070
H -16.678 -5.688 20.491 0.1037
H -16.113 -7.582 19.016 0.1115
H -14.552 -7.232 17.077 0.0955
H -13.576 -2.026 14.106 0.0855
H -15.247 -0.549 12.887 0.1288
H -17.668 -1.135 13.142 0.1207
H -18.432 -3.059 14.446 0.1195
H -16.755 -4.768 15.190 0.1237
H -10.854 -9.361 14.433 0.1095
H -8.807 -9.740 13.154 0.1129
H -7.569 -7.642 12.333 0.1063
H -8.190 -5.459 12.961 0.1347
H -8.510 -1.841 13.895 0.0916
H -6.286 -1.236 14.395 0.1119
H -4.904 -2.476 15.994 0.1155
H -5.967 -4.717 16.933 0.1120
H -8.217 -5.162 16.648 0.1094
H -11.181 -5.504 12.035 0.1174
H -11.908 -4.377 10.002 0.1209
H -11.895 -1.834 9.864 0.1268
H -11.316 -0.545 11.806 0.1126
H -10.523 -1.748 14.005 0.1047
N -11.017 -4.680 18.160 -0.0193
N -11.492 -3.956 19.212 -0.0707
C -11.700 -2.612 19.079 -0.8370
N -11.979 -1.937 20.168 0.1174
S -11.755 -1.886 17.553 0.6863
H -11.415 -5.635 18.131 0.0960
H -10.008 -4.716 18.116 0.0971
H -11.436 -4.394 20.139 0.1690
H -12.118 -2.380 21.057 0.1204
H -11.974 -0.942 20.055 0.1028
```

Computed properties:
E_HOMO (eV): -10.147
Net charge: +1
HOMO-LUMO gap (eV): 7.82
LUMO (hartree): -0.08562

Values of calculated total energy, in order: -2899.24981 -11007.53562 -3683.03260 -4788.58756, all in Ha.